Record 1
Density functional theory data (wB97M-V/def2-TZVPD) for a structure of composition Cl8K2NO35 in a non-equilibrium geometry.

As for the net charge: -7. The LUMO energy comes out at 8.20 eV. As for the HOMO energy: 5.19 eV. As for the multiplicity: 1. As for the HOMO-LUMO gap: 3.013 eV.

Last column: Löwdin charge in e.
Element x y z (Å)
K (-1.7089, 4.0906, 1.3714)  0.928
K (3.9168, -2.6339, -6.5066)  0.899
Cl (-6.0715, -1.1632, 6.8160)  0.610
O (-6.1595, -2.2119, 7.7278)  -0.381
O (-4.7360, -0.9648, 6.3075)  -0.367
O (-7.0175, -1.4113, 5.7448)  -0.411
O (-6.4498, 0.2005, 7.3332)  -0.451
Cl (4.0190, -0.3049, -4.0607)  0.557
O (4.2291, 1.0821, -4.0280)  -0.335
O (3.0525, -0.6467, -5.1414)  -0.523
O (5.2085, -0.8583, -4.5324)  -0.415
O (3.5117, -0.7146, -2.8653)  -0.243
Cl (4.8344, -3.7881, 6.4611)  0.601
O (5.1702, -2.4695, 6.1406)  -0.345
O (5.1718, -4.1978, 7.8471)  -0.456
O (3.4300, -4.0282, 6.2625)  -0.380
O (5.5338, -4.7196, 5.5964)  -0.419
Cl (-4.5765, 4.0945, 0.0204)  0.620
O (-3.6447, 4.5405, -0.9430)  -0.330
O (-5.5669, 5.1605, 0.1887)  -0.409
O (-5.2692, 2.8717, -0.2725)  -0.348
O (-4.0140, 3.8558, 1.3389)  -0.553
Cl (-0.6937, 8.0407, 3.3290)  0.599
O (-1.0630, 9.4068, 3.1201)  -0.417
O (0.6405, 7.8914, 2.8159)  -0.378
O (-0.7267, 7.7769, 4.7431)  -0.391
O (-1.6096, 7.1967, 2.6016)  -0.379
Cl (-1.2786, 3.4117, -4.7609)  0.554
O (-1.2165, 4.8171, -4.9213)  -0.391
O (-1.4791, 3.0081, -3.4132)  -0.346
O (-2.3793, 2.8987, -5.5486)  -0.438
O (-0.1726, 2.6823, -5.2186)  -0.370
Cl (-2.3591, -6.8620, -3.3508)  0.589
O (-3.2390, -6.0139, -4.0425)  -0.377
O (-1.5786, -6.0335, -2.4209)  -0.374
O (-3.1429, -7.7896, -2.5287)  -0.447
O (-1.5494, -7.6550, -4.1934)  -0.390
Cl (4.4101, -5.5135, -4.2925)  0.604
O (3.9964, -6.3659, -5.3165)  -0.384
O (5.7234, -5.0301, -4.6964)  -0.420
O (3.5682, -4.2742, -4.2507)  -0.429
O (4.3764, -6.2446, -3.1022)  -0.315
N (1.7362, 2.2577, 1.1179)  -0.658
O (1.9980, 2.5246, 2.2802)  -0.095
O (2.3935, 1.2714, 0.6905)  -0.070
O (0.7823, 2.8148, 0.5526)  -0.125


Record 2
Density functional theory data (wB97M-V/def2-TZVPD) for a structure of composition C9H14N3O3 in a non-equilibrium geometry.

As for the net charge: +1. The calculation puts the relative energy (zero: lowest compared OMol25 entry of this formula, charge and spin) at 74.2 kJ/mol. The LUMO energy comes out at -3.48 eV. As for the HOMO energy: -12.39 eV. As for the multiplicity: 1. As for the HOMO-LUMO gap: 8.913 eV.

Last column: Löwdin charge in e.
Element x y z (Å)
C (3.7514, 0.0236, 0.1634)  -0.057
C (3.0659, 1.2251, 0.0925)  -0.053
C (3.0836, -1.1650, -0.0836)  -0.057
C (1.7184, 1.2474, -0.2255)  -0.021
C (1.7410, -1.1496, -0.4108)  -0.029
C (1.0472, 0.0571, -0.4884)  -0.180
C (-1.4630, -0.8216, 1.3253)  -0.069
C (-1.2858, 0.4163, 0.4146)  -0.276
C (-0.4092, 0.0249, -0.7890)  -0.284
N (-0.8413, -1.1297, -1.4351)  0.117
N (-0.8600, 1.3506, -1.9928)  -0.307
N (-2.7059, -0.6135, 2.1107)  0.193
O (-1.1617, 2.4181, -1.5286)  0.053
O (-0.8547, 0.9647, -3.1183)  0.115
O (-2.6049, 0.8068, 0.0720)  -0.028
H (4.8011, 0.0133, 0.4109)  0.113
H (3.5832, 2.1529, 0.2826)  0.114
H (3.6036, -2.1081, -0.0276)  0.113
H (1.2019, 2.1944, -0.2878)  0.116
H (1.2200, -2.0793, -0.5855)  0.113
H (-0.5947, -0.9657, 1.9630)  0.148
H (-1.5848, -1.6938, 0.6812)  0.133
H (-0.7859, 1.2282, 0.9575)  0.162
H (-0.2612, -1.3837, -2.2236)  0.119
H (-1.8192, -1.1205, -1.7026)  0.122
H (-3.2392, 0.0484, 1.4813)  0.155
H (-2.5332, -0.1607, 3.0131)  0.181
H (-3.2386, -1.4753, 2.2567)  0.179
H (-2.5739, 1.6946, -0.3255)  0.114


Record 3
Density functional theory data (wB97M-V/def2-TZVPD) for a cluster of 2 separate species, C5H15N2O in total in a non-equilibrium geometry.

As for the net charge: +1. The calculation puts the relative energy (zero: lowest compared OMol25 entry of this formula, charge and spin) at 383.0 kJ/mol. The LUMO energy comes out at -3.30 eV. As for the HOMO energy: -12.60 eV. As for the multiplicity: 1. As for the HOMO-LUMO gap: 9.304 eV.

Last column: Löwdin charge in e.
Element x y z (Å)
C (-2.5186, 0.6943, 0.1535)  -0.088
C (-1.6167, -0.3399, -0.5226)  -0.276
C (-0.5365, -0.6949, 0.6366)  -0.090
C (0.6348, 0.2810, 0.7907)  -0.439
C (1.6556, 0.0374, 1.6864)  0.033
N (0.6993, 1.3116, -0.2202)  0.016
N (-1.1167, 0.1855, -1.8912)  0.201
H (-3.3196, 0.3815, 0.8995)  0.123
H (-2.9311, 1.4966, -0.5628)  0.113
H (-2.1006, 1.3351, 0.9122)  0.063
H (-2.1727, -1.2612, -0.6450)  0.140
H (-1.3365, -0.7332, 1.4754)  0.148
H (-0.1245, -1.7086, 0.5219)  0.106
H (2.5620, 0.7064, 1.7372)  0.102
H (1.4583, -0.7506, 2.4980)  0.118
H (-0.0481, 1.9668, 0.1503)  0.120
H (-0.4052, 0.9885, -1.7295)  0.157
H (1.6942, 1.7760, -0.1971)  0.159
H (-1.9877, 0.4181, -2.4344)  0.185
H (-0.6514, -0.4755, -2.4136)  0.120
H (2.0503, -2.2093, 0.0782)  0.103
H (2.4543, -0.4488, -0.1694)  0.066
O (2.7586, -1.4786, -0.2260)  -0.179


Q: Which formula does entry 3 have?
A: C5H15N2O


Q: Number 3 is which compound?
A: C5H15N2O


What did the third record say?
Density functional theory data (wB97M-V/def2-TZVPD) for a cluster of 2 separate species, C5H15N2O in total in a non-equilibrium geometry.

As for the net charge: +1. The calculation puts the relative energy (zero: lowest compared OMol25 entry of this formula, charge and spin) at 383.0 kJ/mol. The LUMO energy comes out at -3.30 eV. As for the HOMO energy: -12.60 eV. As for the multiplicity: 1. As for the HOMO-LUMO gap: 9.304 eV.

Last column: Löwdin charge in e.
Element x y z (Å)
C (-2.5186, 0.6943, 0.1535)  -0.088
C (-1.6167, -0.3399, -0.5226)  -0.276
C (-0.5365, -0.6949, 0.6366)  -0.090
C (0.6348, 0.2810, 0.7907)  -0.439
C (1.6556, 0.0374, 1.6864)  0.033
N (0.6993, 1.3116, -0.2202)  0.016
N (-1.1167, 0.1855, -1.8912)  0.201
H (-3.3196, 0.3815, 0.8995)  0.123
H (-2.9311, 1.4966, -0.5628)  0.113
H (-2.1006, 1.3351, 0.9122)  0.063
H (-2.1727, -1.2612, -0.6450)  0.140
H (-1.3365, -0.7332, 1.4754)  0.148
H (-0.1245, -1.7086, 0.5219)  0.106
H (2.5620, 0.7064, 1.7372)  0.102
H (1.4583, -0.7506, 2.4980)  0.118
H (-0.0481, 1.9668, 0.1503)  0.120
H (-0.4052, 0.9885, -1.7295)  0.157
H (1.6942, 1.7760, -0.1971)  0.159
H (-1.9877, 0.4181, -2.4344)  0.185
H (-0.6514, -0.4755, -2.4136)  0.120
H (2.0503, -2.2093, 0.0782)  0.103
H (2.4543, -0.4488, -0.1694)  0.066
O (2.7586, -1.4786, -0.2260)  -0.179